[1]
Formula: C13H21FNO11S2
Source: the Open Molecules 2025 dataset
Level of theory: ωB97M-V/def2-TZVPD

## Properties
E_LUMO = 2.04 eV
Total charge = -1
Orbital gap = 8.073 eV

Each line ends with the Löwdin charge.
Positions of all 49 atoms, in Å:
C -4.4916 1.2306 2.9470  -0.038
C -3.8176 0.9215 1.6102  -0.426
F -3.8872 1.9595 0.7324  -0.002
C -2.4009 0.3551 1.8102  -0.185
S -1.0842 1.5647 2.0282  0.491
O -1.1004 2.1166 3.3624  -0.343
O 0.1176 0.7722 1.8637  -0.380
N -1.1116 2.6412 0.8279  -0.322
S -1.6700 4.0937 1.2809  0.477
O -2.7420 4.1154 2.2296  -0.319
O -2.0513 4.7904 0.0840  -0.352
C -0.2485 5.0369 1.8966  -0.190
C -0.1557 5.0825 3.4178  -0.335
O -0.7638 5.8889 3.9925  0.080
H -4.0578 2.1083 3.4198  0.074
H -5.5577 1.3516 2.7484  0.074
H -4.4071 0.3336 3.5591  0.077
H -4.4016 0.1054 1.1701  0.134
H -2.4177 -0.3254 2.6566  0.109
H -2.1709 -0.2520 0.9414  0.071
H -0.4239 6.0561 1.5626  0.093
H 0.6652 4.7093 1.4053  0.094
H 0.5161 4.3803 3.9395  0.119
C 1.5380 -4.0584 0.4987  -0.020
C 0.2366 -3.7427 -0.1907  -0.321
C 0.1823 -2.3825 -0.8381  -0.088
O -1.2218 -2.0992 -0.8208  0.069
C -1.7481 -2.7731 0.2282  -0.568
O -2.8516 -2.6136 0.6439  0.150
O -0.8506 -3.6471 0.7498  0.089
H 1.4524 -4.9865 1.0672  0.086
H 2.3418 -4.1574 -0.2368  0.056
H 1.8054 -3.2749 1.2110  0.097
H -0.0090 -4.5328 -0.9076  0.159
H 0.5610 -2.3838 -1.8579  0.125
H 0.6967 -1.6091 -0.2623  0.145
C 3.8289 -0.7067 -5.3010  -0.023
C 3.1093 -1.1840 -4.0647  -0.330
C 3.6886 -0.6829 -2.7667  -0.084
O 3.3003 -1.7160 -1.8533  0.063
C 3.1798 -2.8610 -2.5672  -0.557
O 3.0401 -3.9383 -2.0810  0.143
O 3.2369 -2.6095 -3.9002  0.088
H 3.4533 -1.2241 -6.1839  0.087
H 3.6912 0.3657 -5.4379  0.093
H 4.8975 -0.9196 -5.2382  0.089
H 2.0430 -0.9522 -4.1388  0.161
H 3.2810 0.2778 -2.4603  0.147
H 4.7797 -0.6246 -2.7774  0.140

[2]
Formula: C22H20BClN4O2Pd
Source: the Open Molecules 2025 dataset
Level of theory: ωB97M-V/def2-TZVPD

## Properties
E_LUMO (alpha / beta) = -10.13 / -10.13 eV
Total charge = +2
Orbital gap (alpha / beta) = 3.809 / 3.744 eV

Each line ends with the Löwdin charge.
Positions of all 51 atoms, in Å:
Pd 0.1764 0.1304 -0.7034  0.981
N 2.2494 -0.1853 -0.9156  0.008
C 2.9893 1.0439 -0.7083  -0.224
C 4.3124 1.0902 -0.3944  0.011
C 4.9622 2.3433 -0.2861  -0.032
C 4.2769 3.5024 -0.5050  0.006
C 2.8914 3.4702 -0.8027  -0.130
C 2.0921 4.6243 -0.9814  0.036
C 0.7505 4.4906 -1.1883  -0.005
C 0.1779 3.2042 -1.2093  -0.078
N 0.9016 2.1133 -1.0638  0.018
C 2.2506 2.2268 -0.8829  -0.170
H 2.7216 -0.9932 -0.5225  0.115
H 2.1993 -0.3688 -1.9193  0.118
H 4.8768 0.1764 -0.2507  0.127
H 6.0147 2.3714 -0.0415  0.122
H 4.7743 4.4611 -0.4347  0.131
H 2.5542 5.6029 -0.9387  0.136
H 0.1058 5.3473 -1.3229  0.125
H -0.8863 3.0719 -1.3448  0.111
Cl -3.6530 -7.0189 -1.4379  1.015
C -3.1454 -5.4779 -1.1915  -0.551
C -4.0943 -4.4795 -0.8359  -0.030
C -3.6337 -3.2343 -0.6053  0.160
C -2.1627 -2.9145 -0.6870  -0.261
O -1.7886 -1.8403 -0.3035  0.142
C -1.2306 -3.9773 -1.1845  -0.026
C 0.2393 -3.6950 -1.4752  -0.132
O 0.6952 -2.5892 -1.5426  0.068
C -1.7107 -5.2104 -1.3780  0.008
H -5.1399 -4.7469 -0.7571  0.140
H -4.2714 -2.4038 -0.3159  0.154
H 0.8410 -4.5991 -1.6613  0.149
H -1.0936 -6.0426 -1.6973  0.137
B -4.1944 1.5710 -0.3868  -0.381
C -2.7298 1.1059 -0.6845  -0.191
N -1.6667 0.6936 -0.8909  -0.040
H -4.1169 2.2684 0.6021  0.020
H -4.5682 2.1928 -1.3516  0.019
H -4.7821 0.5201 -0.2024  0.004
C 0.0951 0.2416 4.3075  -0.029
C 0.4752 -0.9306 3.6683  -0.041
C 0.5411 -0.9383 2.2901  -0.139
N 0.2615 0.1378 1.5421  -0.033
C -0.1073 1.2613 2.1649  -0.115
C -0.2000 1.3558 3.5422  -0.024
H 0.0303 0.2833 5.3865  0.124
H 0.7196 -1.8227 4.2277  0.116
H 0.8450 -1.8288 1.7517  0.102
H -0.3404 2.1057 1.5285  0.105
H -0.5047 2.2893 3.9939  0.122

[3]
Formula: C5H8N4O2
Source: the Open Molecules 2025 dataset
Level of theory: ωB97M-V/def2-TZVPD

## Properties
E_LUMO = 0.08 eV
Total charge = 0
Orbital gap = 7.780 eV

Each line ends with the Löwdin charge.
Positions of all 19 atoms, in Å:
C -2.0104 1.8240 1.8546  -0.101
C -2.3940 0.4857 2.1171  -0.140
C -0.5211 0.9920 0.2596  -0.126
C 1.4859 -1.4095 -1.2504  -0.050
C 0.2003 -0.6336 -1.4236  -0.224
N 0.0319 0.5649 -0.6940  0.155
N -0.9322 1.9903 0.9433  0.068
N -1.7860 -0.3755 1.3287  0.032
N -2.1117 -1.6849 1.2411  -0.437
O -3.1530 -2.1152 1.7075  0.045
O -1.2541 -2.3633 0.6496  -0.003
H -2.2817 2.6128 2.5751  0.099
H -3.3903 0.2526 2.5704  0.131
H 1.6945 -2.0187 -2.0983  0.073
H 2.3477 -0.8345 -0.9965  0.072
H 1.2770 -2.0255 -0.4487  0.044
H -0.5114 -1.2249 -0.9700  0.060
H 0.0719 -0.2734 -2.4339  0.123
H -0.3888 2.8564 0.9397  0.179

[4]
Formula: C36H65O6P2Ti
Source: the Open Molecules 2025 dataset
Level of theory: ωB97M-V/def2-TZVPD

## Properties
E_LUMO = -10.32 eV
Total charge = +3
Orbital gap = 6.530 eV

Each line ends with the Löwdin charge.
Positions of all 110 atoms, in Å:
Ti 0.3247 0.0154 -0.8400  1.156
C -1.6079 -3.6680 -2.4214  -0.028
C -0.6113 -2.9491 -1.5593  -0.194
O -0.7973 -1.4663 -1.7131  -0.238
H -1.4442 -4.7413 -2.3211  0.110
H -1.4722 -3.4259 -3.4766  0.092
H -2.6323 -3.4505 -2.1253  0.086
H 0.4308 -3.1314 -1.8320  0.112
H -0.7444 -3.1125 -0.4915  0.115
H -0.8808 -1.2736 -2.6658  0.094
C 3.3023 -2.6984 -5.3708  -0.064
C 3.9527 -1.5642 -4.6344  -0.204
O 2.9421 -0.5317 -4.2864  -0.283
P 1.9281 -0.6804 -3.1001  0.858
O 0.5244 -0.1335 -3.7266  -0.374
C 0.2123 0.3225 -5.0991  -0.213
C -0.5546 -0.7503 -5.8205  -0.047
O 2.2136 0.5897 -2.0595  -0.406
C 2.9406 1.8506 -2.3937  -0.175
C 2.3916 2.5886 -3.5839  -0.045
H 4.0673 -3.4191 -5.6606  0.101
H 2.8186 -2.3481 -6.2804  0.090
H 2.5793 -3.2277 -4.7474  0.075
H 4.6601 -1.0108 -5.2484  0.133
H 4.4430 -1.8621 -3.7074  0.120
H 1.1553 0.5633 -5.5826  0.113
H -0.3648 1.2364 -4.9646  0.119
H 0.0203 -1.6739 -5.8822  0.083
H -0.7726 -0.4270 -6.8381  0.103
H -1.5124 -0.9544 -5.3390  0.083
H 3.9696 1.5316 -2.5575  0.134
H 2.8999 2.4184 -1.4660  0.108
H 2.6027 2.0646 -4.5117  0.081
H 2.8862 3.5591 -3.6419  0.113
H 1.3227 2.7735 -3.5052  0.057
C 5.3867 -1.3870 5.2092  -0.002
C 4.4899 -1.1456 4.0490  -0.184
C 4.2133 0.1653 3.6415  0.031
C 3.3799 0.4381 2.5846  -0.145
C 3.1415 1.8708 2.2209  -0.005
C 2.7788 -0.6678 1.8887  -0.037
C 3.0778 -2.0234 2.2758  -0.141
C 2.5376 -3.2405 1.5939  -0.009
C 3.9181 -2.2143 3.3511  0.035
C 1.8261 -0.4048 0.8990  -0.421
O 1.3960 0.7791 0.5264  -0.148
O 1.1582 -1.3091 0.1824  -0.106
H 4.8927 -1.0537 6.1254  0.114
H 6.3033 -0.8040 5.1110  0.108
H 5.6390 -2.4386 5.3153  0.095
H 4.6819 0.9830 4.1715  0.139
H 2.1311 2.1830 2.4927  0.087
H 3.2670 2.0581 1.1554  0.085
H 3.8438 2.4973 2.7642  0.101
H 1.4623 -3.3370 1.7572  0.093
H 3.0213 -4.1212 2.0094  0.098
H 2.7084 -3.2273 0.5198  0.092
H 4.1598 -3.2211 3.6619  0.135
C -5.6982 -1.3453 1.0350  -0.180
C -5.7336 -0.1012 0.1664  -0.171
C -4.4785 0.7571 0.3842  -0.172
C -3.2573 -0.1205 0.7547  -0.385
C -3.3414 -1.4714 0.0578  -0.208
C -4.5455 -2.2573 0.6054  -0.165
P -1.6412 0.7839 0.7359  1.164
C -1.9025 2.5438 0.2830  -0.395
C -2.0924 2.6968 -1.2309  -0.186
C -0.7469 2.7926 -1.9243  -0.174
C 0.0961 3.9804 -1.4331  -0.158
C -0.4533 4.5699 -0.1418  -0.162
C -0.7732 3.4495 0.8347  -0.169
C -1.0512 0.6975 2.4672  -0.392
C -0.8734 -0.7388 2.9802  -0.195
C -0.4596 -0.7031 4.4499  -0.161
C -1.5376 -0.0481 5.3351  -0.162
C -2.6172 0.6378 4.5075  -0.185
C -2.0174 1.5067 3.4059  -0.158
H -6.6415 -1.8868 0.9843  0.126
H -5.5823 -1.0547 2.0839  0.118
H -6.6143 0.5048 0.3762  0.126
H -5.8090 -0.3866 -0.8856  0.123
H -4.6587 1.4796 1.1834  0.119
H -4.2853 1.3342 -0.5223  0.096
H -3.3217 -0.3296 1.8299  0.096
H -2.4267 -2.0541 0.2272  0.088
H -3.4257 -1.3119 -1.0200  0.113
H -4.2199 -2.8696 1.4484  0.119
H -4.8817 -2.9536 -0.1638  0.119
H -2.8431 2.8095 0.7745  0.117
H -2.6587 3.6083 -1.4324  0.147
H -2.6895 1.8827 -1.6536  0.110
H -0.8412 2.7740 -3.0123  0.119
H -0.2075 1.7935 -1.7627  0.049
H 0.1183 4.7370 -2.2201  0.136
H 1.1333 3.6752 -1.2812  0.099
H -1.3434 5.1707 -0.3347  0.131
H 0.2779 5.2526 0.2896  0.132
H -1.0766 3.8377 1.8062  0.126
H 0.1457 2.8786 1.0100  0.090
H -0.0733 1.1847 2.4693  0.090
H -0.1236 -1.2751 2.3945  0.091
H -1.7990 -1.3094 2.8668  0.116
H 0.4843 -0.1547 4.5248  0.112
H -0.2463 -1.7166 4.7906  0.120
H -1.0759 0.6836 5.9994  0.121
H -1.9979 -0.7934 5.9827  0.121
H -3.2436 1.2600 5.1471  0.130
H -3.2926 -0.1029 4.0698  0.109
H -1.4419 2.3183 3.8547  0.128
H -2.8226 1.9911 2.8503  0.099

[5]
Formula: C4H8FN
Source: the Open Molecules 2025 dataset
Level of theory: ωB97M-V/def2-TZVPD

## Properties
E_LUMO = 1.00 eV
Total charge = 0
Orbital gap = 8.816 eV

Each line ends with the Löwdin charge.
Positions of all 14 atoms, in Å:
C -0.0205 0.8148 -1.4751  -0.039
C 1.9554 -2.6094 0.3358  0.037
C -1.5318 2.3087 -0.1327  -0.093
C 0.8455 -2.5133 0.9823  -0.216
N -0.3124 1.4732 -0.4176  -0.176
F -0.0104 -1.5105 0.6665  -0.042
H -0.7735 1.0032 -2.3083  0.010
H 0.1213 1.4307 0.4793  0.092
H 2.0836 -2.1451 -0.5491  0.030
H 2.5980 -3.4307 0.5881  0.062
H -2.2810 2.0162 0.5826  0.063
H -2.1097 2.7556 -0.9455  0.071
H -1.0623 3.2734 0.2536  0.092
H 0.4977 -2.8667 1.9401  0.107